{
  "formula": "C3H9NOS",
  "method": "ωB97M-V with the def2-TZVPD basis set",
  "e_above_lowest_ev": 4.9025,
  "smiles": "C=[S@@H](=O)NCC",
  "total_energy_ha": -647.71792,
  "total_charge": 0,
  "homo_lumo_gap_ev": 9.2,
  "e_lumo_ev": 0.707,
  "symbols": ["C", "S", "O", "N", "C", "C", "H", "H", "H", "H", "H", "H", "H", "H", "H"],
  "positions_angstrom": [[-2.68, 1.12, -0.18], [-1.67, 0.03, 0.36], [-2.23, -1.30, 0.54], [-0.09, -0.21, -0.44], [1.13, 0.28, -0.05], [2.22, -0.81, 0.09], [-2.25, 2.11, -0.36], [-3.29, 0.85, -1.08], [-1.23, 0.43, 1.47], [-0.07, -0.96, -1.19], [1.74, 0.95, -0.68], [0.95, 0.85, 0.91], [3.08, -0.50, 0.63], [1.87, -1.59, 0.77], [2.52, -1.27, -0.81]]
}


{
  "formula": "C12H40AgO18P",
  "method": "ωB97M-V with the def2-TZVPD basis set",
  "multiplicity": 3,
  "total_energy_ha": -2323.85222,
  "total_charge": -2,
  "homo_lumo_gap_ev": [4.1, 6.3],
  "e_lumo_ev": [4.674, 2.544],
  "s2": 2.0061,
  "symbols": ["Ag", "P", "O", "O", "O", "O", "O", "H", "H", "O", "H", "H", "C", "C", "O", "O", "H", "H", "H", "H", "H", "H", "C", "C", "O", "O", "H", "H", "H", "H", "H", "H", "C", "C", "O", "O", "H", "H", "H", "H", "H", "H", "C", "C", "O", "O", "H", "H", "H", "H", "H", "H", "C", "C", "O", "O", "H", "H", "H", "H", "H", "H", "C", "C", "O", "O", "H", "H", "H", "H", "H", "H"],
  "positions_angstrom": [[-1.96, 1.31, 0.08], [0.05, -0.60, -0.17], [-0.28, -1.96, 0.46], [-1.04, -0.19, -1.21], [1.45, -0.53, -0.94], [0.01, 0.59, 0.83], [1.26, -0.23, 2.95], [0.85, -1.07, 3.15], [0.75, 0.13, 2.23], [3.23, -1.19, 0.93], [2.75, -0.99, 1.73], [2.64, -0.92, 0.22], [-2.15, -2.49, 3.28], [-1.07, -3.60, 3.04], [0.17, -2.99, 2.69], [-2.30, -1.59, 2.13], [-1.90, -1.76, 4.06], [-3.14, -2.89, 3.49], [-1.19, -4.24, 2.16], [-1.04, -4.24, 3.93], [0.03, -2.55, 1.85], [-1.60, -1.67, 1.47], [-2.45, -3.41, -2.11], [-2.33, -4.35, -0.86], [-1.00, -4.39, -0.44], [-2.76, -2.01, -1.68], [-3.33, -3.73, -2.67], [-1.55, -3.40, -2.72], [-2.66, -5.35, -1.13], [-3.03, -3.89, -0.15], [-0.72, -3.54, -0.10], [-1.99, -1.48, -1.44], [-1.81, -0.04, -4.35], [-0.47, -0.72, -4.60], [0.02, -1.57, -3.53], [-1.63, 1.05, -3.45], [-2.54, -0.80, -4.09], [-2.11, 0.39, -5.31], [0.33, -0.01, -4.84], [-0.47, -1.34, -5.50], [-0.07, -1.02, -2.75], [-1.05, 0.72, -2.76], [2.50, 1.67, -2.87], [3.73, 0.72, -2.70], [3.33, -0.64, -2.55], [1.80, 1.79, -1.66], [1.88, 1.16, -3.61], [2.82, 2.63, -3.27], [4.31, 0.91, -1.79], [4.51, 0.65, -3.46], [2.57, -0.61, -1.97], [1.71, 0.90, -1.31], [3.63, 3.86, 2.03], [2.95, 2.56, 1.69], [1.55, 2.80, 1.69], [3.30, 4.79, 1.01], [4.71, 3.67, 2.01], [3.36, 4.20, 3.02], [3.26, 1.79, 2.40], [3.23, 2.36, 0.65], [1.15, 2.00, 1.35], [2.44, 4.50, 0.68], [-2.82, 3.72, 2.40], [-1.86, 2.74, 3.05], [-2.00, 1.40, 2.51], [-2.64, 3.58, 0.95], [-2.65, 4.78, 2.59], [-3.86, 3.50, 2.65], [-2.04, 2.70, 4.13], [-0.83, 3.09, 3.04], [-1.30, 0.85, 2.87], [-2.67, 4.48, 0.63]]
}